{
  "formula": "C58H128O26",
  "method": "ωB97M-V with the def2-TZVPD basis set",
  "homo_ev": -9.6,
  "orbital_gap_ev": 9.9725,
  "total_energy_ev": -115459.3180,
  "max_force_ev_per_a": 3.309,
  "species": ["O", "C", "O", "C", "C", "C", "H", "H", "H", "H", "H", "H", "H", "H", "O", "C", "O", "C", "C", "C", "H", "H", "H", "H", "H", "H", "H", "H", "O", "C", "O", "C", "C", "C", "H", "H", "H", "H", "H", "H", "H", "H", "O", "C", "O", "C", "C", "C", "H", "H", "H", "H", "H", "H", "H", "H", "O", "C", "O", "C", "C", "C", "H", "H", "H", "H", "H", "H", "H", "H", "O", "C", "O", "C", "C", "C", "H", "H", "H", "H", "H", "H", "H", "H", "O", "C", "O", "C", "C", "C", "H", "H", "H", "H", "H", "H", "H", "H", "O", "C", "O", "C", "C", "C", "H", "H", "H", "H", "H", "H", "H", "H", "O", "C", "O", "C", "C", "C", "H", "H", "H", "H", "H", "H", "H", "H", "O", "C", "O", "C", "C", "C", "H", "H", "H", "H", "H", "H", "H", "H", "C", "C", "C", "O", "H", "H", "H", "H", "H", "H", "H", "H", "C", "C", "C", "O", "H", "H", "H", "H", "H", "H", "H", "H", "C", "C", "C", "O", "H", "H", "H", "H", "H", "H", "H", "H", "C", "C", "C", "O", "H", "H", "H", "H", "H", "H", "H", "H", "C", "C", "C", "O", "H", "H", "H", "H", "H", "H", "H", "H", "C", "C", "C", "O", "H", "H", "H", "H", "H", "H", "H", "H"],
  "coordinates": [[-13.9931, -7.8280, 19.9208], [-14.9286, -7.1606, 19.5053], [-15.1283, -6.8533, 18.2391], [-14.0685, -7.1535, 17.3403], [-14.4736, -6.7644, 15.9225], [-15.9990, -6.5694, 20.4505], [-13.8000, -8.2274, 17.4326], [-13.1890, -6.6301, 17.7011], [-14.6614, -5.6868, 16.0130], [-15.3609, -7.2250, 15.5230], [-13.6362, -6.8595, 15.1729], [-16.9671, -6.5567, 19.9516], [-15.8273, -5.5141, 20.6406], [-16.1332, -7.2075, 21.3296], [-17.6242, -5.8413, 23.9235], [-17.0545, -5.5056, 24.9560], [-16.4525, -6.3479, 25.7867], [-16.5711, -7.7204, 25.4566], [-16.0161, -8.4862, 26.5790], [-17.1238, -4.1217, 25.6132], [-16.0116, -8.0367, 24.5560], [-17.6302, -7.9061, 25.2165], [-16.4091, -8.0972, 27.5401], [-14.9463, -8.2931, 26.6382], [-16.1744, -9.5841, 26.5306], [-17.5975, -4.0658, 26.6001], [-17.6322, -3.4521, 24.9685], [-16.0547, -3.8408, 25.7405], [-15.3561, -14.2461, 26.8365], [-15.2191, -13.4560, 27.7659], [-14.5286, -12.3255, 27.6227], [-14.0528, -11.9744, 26.2856], [-12.7248, -12.6250, 25.8609], [-15.8163, -13.6443, 29.1547], [-13.9970, -10.8852, 26.2754], [-14.7614, -12.3534, 25.5292], [-12.8570, -13.7299, 25.9250], [-11.8149, -12.3130, 26.3235], [-12.5454, -12.4607, 24.7848], [-15.4503, -14.5778, 29.5794], [-16.8970, -13.6773, 29.0395], [-15.5724, -12.8097, 29.7949], [-13.8989, -9.1675, 23.6185], [-12.7206, -9.2492, 23.7026], [-12.0559, -9.8958, 22.7793], [-12.8367, -10.5077, 21.7046], [-11.9529, -11.3514, 20.7716], [-11.8166, -8.7143, 24.8291], [-13.3025, -9.6768, 21.1811], [-13.6687, -11.0999, 22.1351], [-11.1478, -10.7564, 20.3366], [-12.5659, -11.7690, 19.9933], [-11.3586, -12.1572, 21.2332], [-12.0287, -9.3438, 25.6954], [-12.0872, -7.7299, 25.1266], [-10.7739, -8.7421, 24.5260], [-13.9234, -15.8718, 19.6012], [-12.8084, -16.1938, 19.1912], [-12.5568, -17.4583, 19.0289], [-13.5100, -18.4693, 19.4040], [-14.7127, -18.5357, 18.4557], [-11.6588, -15.2499, 18.9241], [-13.7471, -18.3431, 20.4266], [-12.8999, -19.4209, 19.4194], [-15.2012, -19.5314, 18.4803], [-14.2706, -18.3881, 17.4337], [-15.4770, -17.7721, 18.7159], [-11.3903, -15.3579, 17.8406], [-10.7386, -15.5373, 19.4527], [-11.9546, -14.2172, 19.1021], [-13.3067, -15.7326, 22.9838], [-14.2249, -14.9645, 22.8125], [-15.4038, -15.0807, 23.3901], [-15.5320, -16.1700, 24.2629], [-16.8977, -16.1438, 24.8924], [-14.1084, -13.7402, 21.9876], [-14.6946, -16.2015, 24.9645], [-15.3344, -17.1173, 23.7283], [-16.9819, -17.0639, 25.5043], [-17.5983, -16.2788, 24.0925], [-17.0401, -15.2518, 25.4973], [-14.8804, -13.6887, 21.2003], [-13.1505, -13.6856, 21.4705], [-14.3144, -12.9136, 22.6871], [-7.2058, -7.7978, 18.4256], [-6.4770, -8.0729, 19.3735], [-6.7261, -9.0461, 20.2377], [-7.9681, -9.7306, 20.1242], [-8.0044, -10.9896, 20.9655], [-5.2729, -7.3332, 19.8003], [-8.1642, -9.9506, 19.0647], [-8.8185, -9.0621, 20.3512], [-7.2227, -11.7312, 20.7161], [-9.0040, -11.4605, 20.8018], [-7.9701, -10.7038, 22.0256], [-5.4067, -7.1785, 20.8762], [-5.0431, -6.4562, 19.2172], [-4.3261, -7.9121, 19.6593], [-10.8348, -12.3984, 28.8391], [-11.5343, -12.3305, 29.8575], [-12.0733, -11.2326, 30.3530], [-11.8336, -9.9553, 29.7202], [-12.9669, -9.5233, 28.8069], [-11.9405, -13.5640, 30.6002], [-10.9067, -10.0832, 29.1465], [-11.6711, -9.1616, 30.4554], [-13.1568, -10.3449, 28.1285], [-12.6196, -8.7282, 28.1579], [-13.9292, -9.2682, 29.2613], [-12.1873, -14.4007, 29.9163], [-12.8234, -13.3129, 31.2145], [-11.0911, -13.9108, 31.1621], [-10.9574, -6.8695, 26.9783], [-10.5234, -5.8765, 27.5840], [-10.1547, -4.7727, 26.9823], [-10.0098, -4.7863, 25.5219], [-9.0903, -3.6048, 25.2355], [-10.1298, -5.9384, 29.0079], [-10.9842, -4.6617, 25.0681], [-9.5612, -5.7800, 25.2222], [-9.5771, -2.6582, 25.4471], [-8.8783, -3.4992, 24.1565], [-8.1208, -3.5793, 25.7751], [-9.1811, -6.4223, 29.0447], [-10.8513, -6.5052, 29.5819], [-10.0131, -4.9374, 29.3809], [-9.7491, -12.2384, 18.0371], [-8.9361, -11.6668, 17.3123], [-9.1316, -10.5019, 16.7163], [-10.3381, -9.8259, 17.1023], [-10.1376, -8.3660, 16.6983], [-7.7348, -12.3488, 16.7945], [-10.5514, -9.9487, 18.1723], [-11.1781, -10.3284, 16.5827], [-9.7654, -8.2909, 15.6956], [-9.4074, -7.9362, 17.3804], [-11.0770, -7.8010, 16.7887], [-7.8903, -12.5739, 15.7234], [-7.5816, -13.2852, 17.2954], [-6.8091, -11.7202, 16.9201], [-8.1346, -8.8295, 24.4317], [-7.5572, -10.0250, 25.2206], [-8.6583, -10.7476, 25.9709], [-6.9176, -10.9820, 24.3140], [-8.8186, -9.2090, 23.6922], [-7.3094, -8.3112, 23.8974], [-8.6312, -8.1078, 25.0493], [-6.7939, -9.7036, 25.9384], [-9.2561, -10.0531, 26.6189], [-8.2930, -11.5050, 26.6541], [-9.3793, -11.2005, 25.2726], [-7.5492, -11.7148, 24.1275], [-10.2160, -14.2813, 22.0737], [-9.8642, -13.4079, 23.2727], [-10.2378, -14.0842, 24.5833], [-8.4539, -13.1020, 23.2474], [-9.7289, -15.2591, 22.1816], [-9.8128, -13.7676, 21.1489], [-11.2766, -14.4196, 22.0140], [-10.3794, -12.4442, 23.1778], [-10.1643, -13.4127, 25.4081], [-9.5549, -14.9190, 24.7156], [-11.2294, -14.5039, 24.5611], [-7.9787, -13.8030, 23.7302], [-16.5628, -10.4224, 21.4070], [-17.0602, -10.6202, 22.8576], [-18.0906, -11.6829, 22.8987], [-16.0222, -11.0167, 23.7745], [-16.2724, -11.3616, 20.9693], [-15.6726, -9.8196, 21.2853], [-17.3119, -9.9546, 20.7726], [-17.5240, -9.6750, 23.2137], [-18.8601, -11.4252, 22.1644], [-18.5610, -11.8302, 23.8694], [-17.6886, -12.6599, 22.6348], [-15.3202, -10.3842, 23.7390], [-14.7094, -3.3556, 22.7928], [-13.9848, -4.2067, 23.8275], [-14.0031, -5.6638, 23.6507], [-12.5629, -3.8323, 23.6732], [-14.4473, -3.6447, 21.7662], [-14.5693, -2.2265, 22.9649], [-15.8003, -3.4236, 22.9161], [-14.3213, -3.9923, 24.8503], [-14.9458, -6.1011, 23.9832], [-13.1836, -6.0682, 24.2287], [-13.7362, -5.9427, 22.6159], [-12.5345, -2.8988, 23.7830], [-14.7641, -10.8384, 17.9512], [-14.1564, -11.4632, 16.7353], [-13.1032, -12.4838, 17.2267], [-15.1396, -12.1288, 15.9396], [-15.1013, -11.5910, 18.6770], [-15.5879, -10.1726, 17.7121], [-14.0065, -10.3095, 18.4515], [-13.7093, -10.6926, 16.0946], [-12.3218, -11.9633, 17.8154], [-12.6702, -13.0283, 16.4095], [-13.5826, -13.2385, 17.8479], [-15.9186, -11.5604, 15.8650], [-10.9881, -6.8192, 20.7754], [-10.1739, -6.3460, 21.9152], [-8.7422, -6.7318, 21.7831], [-10.2603, -4.9566, 22.0775], [-10.9633, -7.9139, 20.7436], [-10.6339, -6.4111, 19.8310], [-12.0295, -6.5235, 20.8516], [-10.5499, -6.7687, 22.9191], [-8.6979, -7.8373, 21.8346], [-8.1437, -6.2605, 22.5791], [-8.3570, -6.4765, 20.7878], [-11.1828, -4.7706, 22.3739]],
  "atomic_forces_ev_per_a": [[-0.7, 0.6, -0.7], [0.0, -0.3, 2.2], [-0.6, 0.4, -0.4], [0.7, -1.7, -0.6], [1.2, 1.3, 0.1], [-0.3, -0.8, -1.1], [-0.3, 0.5, -0.1], [0.2, 0.3, -0.2], [-0.2, -0.1, -0.4], [-0.3, -0.4, 0.1], [-0.7, -0.2, 1.0], [0.0, -0.2, -0.3], [0.5, 0.0, 0.4], [0.5, 0.5, 0.0], [1.2, 0.6, 1.2], [-2.4, 0.3, 0.0], [0.6, 0.3, -0.2], [-0.7, -1.1, -1.6], [0.3, -0.6, 2.0], [1.5, -0.6, -0.1], [-0.1, 0.8, 0.1], [0.3, -0.1, 0.3], [-0.1, -0.4, -0.4], [0.2, -0.2, -0.1], [0.0, 0.7, -0.2], [0.1, -0.6, -0.2], [-0.3, 0.7, -0.7], [-0.8, 0.3, 0.1], [0.0, 0.8, 1.5], [-0.1, -1.1, -1.4], [0.4, 0.5, 0.0], [0.3, -0.8, -0.9], [-1.0, -1.0, -0.5], [0.3, 0.2, -0.7], [-0.2, -0.1, 0.0], [-0.2, 0.5, 0.6], [0.3, 0.7, 0.2], [0.3, 0.2, 0.9], [-0.4, 0.2, 0.2], [-0.1, 0.0, 0.0], [-0.1, -0.2, 0.0], [0.2, 0.2, 0.2], [-2.9, 0.8, 0.8], [2.3, 0.2, 0.6], [1.5, -1.2, -1.1], [-0.2, -0.3, 0.1], [0.9, 0.6, 1.0], [-0.8, -1.1, -1.0], [0.0, 0.0, -0.3], [0.7, 0.3, -0.1], [-0.3, 0.4, -0.3], [-0.2, -0.1, -0.4], [-0.8, 0.2, 0.2], [0.3, -0.1, 0.0], [-0.3, 0.8, 0.0], [-0.1, -0.2, 0.2], [1.2, 0.7, -0.5], [-2.4, 1.1, 1.7], [1.7, -1.6, -0.8], [0.6, -1.2, -0.6], [0.3, 0.0, -0.3], [0.2, -0.6, -1.3], [-0.7, 0.6, 1.1], [-0.6, 1.0, -0.5], [0.4, 0.5, 0.1], [-0.8, 0.0, 0.7], [0.7, -0.4, -0.4], [-0.3, 0.2, 0.8], [-0.5, 0.1, 0.1], [0.1, -0.2, 0.2], [0.0, -0.3, 0.2], [1.0, -0.1, -0.6], [-0.4, 0.5, -0.3], [0.7, -1.7, 0.7], [0.7, -1.0, 0.3], [-0.8, 0.7, -0.5], [-0.2, 0.6, 0.3], [-0.5, 0.3, -0.2], [0.0, 0.6, 0.0], [-0.8, 0.4, -0.3], [-0.2, -0.1, -0.1], [0.1, -0.2, 0.4], [-0.1, 0.0, 0.4], [0.3, 0.0, -0.4], [0.9, -0.4, 1.1], [-1.3, 0.5, -1.6], [-0.1, -0.4, 0.6], [-1.1, -0.5, -1.3], [-0.7, 0.1, 0.2], [1.7, -0.4, 0.2], [0.4, -0.1, 0.1], [0.5, -0.1, 0.3], [-0.3, 0.5, 0.2], [0.8, 0.2, 0.0], [0.3, -0.4, -0.2], [0.4, 0.4, -0.2], [-0.7, 0.5, 0.0], [-0.9, -0.1, 0.3], [-1.0, 0.7, 1.8], [1.1, -1.0, -2.9], [-0.5, 1.0, 0.8], [0.5, 0.3, -0.7], [0.0, -0.8, -0.5], [-1.0, -0.1, -0.1], [-0.3, 0.2, 0.0], [0.0, -0.7, 0.5], [-0.2, -0.3, -0.1], [0.1, 0.5, 0.1], [0.4, 0.0, 0.3], [0.1, 0.7, 0.1], [0.6, -0.4, 0.0], [0.2, 0.0, 0.6], [0.3, 1.7, 0.9], [-0.2, -2.8, -1.7], [0.1, 0.5, -0.3], [1.2, -0.4, 0.3], [0.4, 0.5, -0.8], [-0.9, 0.6, 0.3], [-0.1, -0.1, -0.1], [-0.5, 1.1, 0.3], [-0.3, 0.1, 0.4], [0.0, -0.5, 0.3], [-0.7, -0.5, -0.2], [0.8, -0.5, 0.1], [-0.1, -0.1, 0.1], [0.0, 0.4, 0.4], [0.9, 1.2, -0.4], [-1.5, -1.9, 0.1], [-0.1, 0.3, 0.7], [-0.8, 0.4, -0.6], [-0.6, -0.3, 1.0], [1.7, 0.4, -0.5], [0.4, 0.1, -0.2], [0.4, 0.3, 0.1], [0.1, 0.0, -0.6], [0.1, 0.2, -0.1], [0.2, -0.2, 0.0], [0.2, 0.3, 0.4], [0.0, -0.3, 0.4], [-0.9, -0.5, -0.3], [1.9, -0.5, -0.3], [-0.3, -0.8, -0.6], [-1.1, 0.7, 0.7], [-0.5, 0.6, 0.7], [-0.4, -0.1, -0.4], [-0.5, -0.3, 0.2], [-0.3, 0.3, 0.6], [0.0, 0.1, -0.3], [0.5, -0.3, -0.6], [0.2, -0.3, -0.1], [0.2, 0.1, 0.1], [0.3, 0.7, 0.0], [1.4, 0.8, -0.6], [-0.1, -0.3, -0.1], [0.4, -0.2, -0.8], [0.1, -0.3, 0.5], [-0.1, 0.1, -0.1], [-0.5, -0.7, 0.8], [-0.6, -0.2, -0.1], [0.2, 0.0, 0.1], [0.2, 0.4, 0.7], [0.2, -0.2, 0.2], [-0.4, -0.1, -0.2], [-0.3, 0.3, -0.3], [0.2, 0.1, 0.4], [0.8, 0.8, 0.1], [-1.0, -0.8, -0.3], [-1.1, -0.6, -0.4], [-0.2, -0.7, -0.2], [0.3, 0.5, 0.5], [-0.3, -0.1, 0.0], [0.3, -0.2, -0.1], [-0.1, -0.2, 0.1], [0.0, 0.3, 0.1], [0.3, 0.0, -0.2], [0.9, 0.9, -0.1], [-1.2, 1.3, 0.6], [1.2, 1.7, -0.5], [0.2, -1.1, -0.9], [-0.8, -1.4, 0.4], [0.1, 0.2, 0.3], [0.4, -1.6, -0.3], [0.1, -0.4, -0.2], [0.3, 0.3, -0.2], [0.3, -0.1, -0.4], [0.0, -0.2, 0.5], [-0.5, 0.0, 0.2], [0.3, 1.3, 0.0], [-0.9, -0.6, 0.1], [0.2, -0.8, 0.1], [-0.5, 0.7, -0.1], [0.0, -0.2, 0.0], [-0.2, 0.0, -0.4], [-0.2, 0.2, 0.0], [1.0, 1.1, 0.8], [0.3, 0.0, 0.2], [-0.3, -0.4, -0.4], [0.5, -0.1, -0.5], [-0.2, 0.1, 0.2], [0.3, -0.1, 0.1], [-0.7, -0.7, -0.6], [-0.4, -0.2, 2.3], [0.7, -0.7, -0.1], [-0.9, 1.2, 0.2], [-0.1, 0.0, -0.2], [0.3, 0.0, -0.1], [-0.2, 0.0, 0.2], [0.3, 0.0, -1.3], [0.3, 0.7, 0.3], [-0.1, -0.3, -0.4], [0.0, 0.3, 0.2], [0.9, 0.2, -0.2]],
  "lowdin_charge": [0.06, -0.51, 0.01, -0.24, -0.05, 0.04, 0.10, 0.12, 0.08, 0.07, 0.10, 0.08, 0.07, 0.08, 0.08, -0.54, -0.02, -0.26, -0.06, 0.03, 0.11, 0.13, 0.09, 0.07, 0.09, 0.09, 0.07, 0.08, 0.07, -0.50, -0.02, -0.18, -0.05, 0.03, 0.09, 0.11, 0.09, 0.04, 0.08, 0.09, 0.09, 0.07, 0.09, -0.54, 0.01, -0.16, -0.03, 0.05, 0.09, 0.09, 0.06, 0.05, 0.05, 0.08, 0.04, 0.05, 0.07, -0.53, -0.01, -0.21, -0.07, 0.03, 0.10, 0.14, 0.08, 0.09, 0.08, 0.11, 0.09, 0.06, 0.09, -0.56, 0.02, -0.27, -0.06, 0.02, 0.12, 0.13, 0.09, 0.07, 0.06, 0.10, 0.06, 0.08, 0.08, -0.55, 0.01, -0.23, -0.04, 0.02, 0.10, 0.10, 0.10, 0.06, 0.06, 0.10, 0.08, 0.11, 0.05, -0.54, 0.00, -0.18, -0.05, 0.02, 0.11, 0.12, 0.04, 0.06, 0.09, 0.10, 0.09, 0.08, 0.04, -0.53, 0.00, -0.17, -0.07, 0.03, 0.09, 0.13, 0.07, 0.08, 0.09, 0.09, 0.08, 0.08, 0.06, -0.57, 0.00, -0.20, -0.03, 0.02, 0.11, 0.12, 0.07, 0.06, 0.07, 0.10, 0.08, 0.11, -0.06, -0.43, -0.06, -0.08, 0.05, 0.09, 0.06, 0.13, 0.09, 0.08, 0.07, 0.04, -0.06, -0.45, -0.04, -0.08, 0.10, 0.09, 0.04, 0.12, 0.05, 0.09, 0.06, 0.11, -0.04, -0.46, -0.07, -0.06, 0.06, 0.05, 0.08, 0.13, 0.09, 0.08, 0.08, 0.01, -0.04, -0.44, -0.03, -0.08, 0.08, 0.11, 0.07, 0.12, 0.07, 0.07, 0.10, 0.07, -0.07, -0.48, -0.05, -0.05, 0.09, 0.09, 0.04, 0.13, 0.05, 0.08, 0.07, 0.09, -0.04, -0.54, -0.05, -0.05, 0.08, 0.09, 0.06, 0.15, 0.06, 0.09, 0.09, 0.07]
}